A molecular structure, C32H33AlClN7OS. Source: the OMol25 dataset; level of theory: ωB97M-V/def2-TZVPD.

Last column: Löwdin charge in e.
Geometry (Å):
Al -0.488 -1.679 -2.915  -0.028
C 3.762 -2.053 -3.525  0.011
C 4.139 -0.727 -3.672  0.013
C 3.185 0.269 -3.515  0.039
C 1.882 -0.092 -3.228  -0.169
N 1.519 -1.384 -3.087  0.073
C 2.442 -2.341 -3.230  -0.061
C 0.762 0.860 -3.104  -0.137
C 0.857 2.239 -3.016  0.056
C -0.317 2.975 -2.937  0.027
C -1.552 2.336 -2.951  0.050
C -1.576 0.954 -3.022  -0.153
N -0.433 0.259 -3.081  0.131
C -2.774 0.088 -3.029  -0.172
C -4.075 0.544 -3.133  0.040
C -5.109 -0.382 -3.177  0.012
C -4.811 -1.734 -3.115  0.013
C -3.486 -2.117 -3.001  -0.052
N -2.489 -1.230 -2.955  0.063
H 4.475 -2.855 -3.648  0.132
H 5.163 -0.469 -3.903  0.135
H 3.456 1.310 -3.623  0.131
H 2.104 -3.362 -3.102  0.124
H 1.819 2.730 -2.998  0.134
H -0.273 4.054 -2.865  0.136
H -2.467 2.908 -2.904  0.129
H -4.288 1.601 -3.198  0.127
H -6.136 -0.052 -3.263  0.134
H -5.586 -2.485 -3.164  0.132
H -3.206 -3.161 -2.937  0.125
C 0.161 1.034 5.533  -0.030
C -0.798 0.216 4.653  -0.517
C -2.214 0.771 4.854  -0.034
C -0.759 -1.248 5.139  -0.031
C -0.358 0.291 3.143  -0.430
O 0.908 -0.301 2.956  0.005
C -0.349 1.748 2.633  -0.097
C 0.162 1.961 1.196  -0.122
C 1.623 1.636 1.004  -0.231
C 2.019 0.549 0.240  -0.057
C 3.354 0.203 0.104  -0.103
C 4.323 0.981 0.714  -0.671
Cl 5.991 0.573 0.530  0.701
C 3.955 2.087 1.467  -0.078
C 2.614 2.403 1.612  -0.021
C -1.363 -0.559 2.297  -0.007
N -0.814 -1.197 1.104  -0.055
C -1.090 -0.905 -0.156  -0.098
N -0.473 -1.778 -0.961  0.066
C 0.183 -2.608 -0.079  -0.127
N -0.018 -2.279 1.162  0.191
H -0.112 0.891 6.577  0.098
H 0.099 2.104 5.334  0.085
H 1.203 0.718 5.430  0.092
H -2.515 0.607 5.889  0.101
H -2.952 0.273 4.221  0.085
H -2.263 1.845 4.671  0.086
H -0.640 -1.273 6.222  0.094
H 0.071 -1.798 4.696  0.093
H -1.686 -1.781 4.920  0.084
H 1.489 -0.059 3.686  0.107
H 0.279 2.341 3.296  0.113
H -1.364 2.144 2.705  0.120
H 0.001 3.014 0.952  0.125
H -0.436 1.377 0.490  0.079
H 1.261 -0.073 -0.222  0.079
H 3.649 -0.679 -0.450  0.100
H 4.718 2.691 1.940  0.116
H 2.341 3.269 2.204  0.126
H -2.182 0.077 1.968  0.140
H -1.754 -1.360 2.916  0.127
H -1.741 -0.107 -0.470  0.144
H 0.753 -3.467 -0.385  0.122
S -0.605 -3.028 -4.779  0.866
C -0.596 -3.907 -3.355  -0.804
N -0.574 -4.397 -2.301  0.170

The energy relative to the best compared isomer or geometry (same formula, charge and spin) comes out at 0.00 kJ/mol. As for the net charge: +2. As for the energy: -2798.26390 Ha. Its multiplicity is 1. As for the max |F|: 0.6 eV/A. Its HOMO energy is -13.2 eV.

---

A molecular structure, C32H33As2N4Ru. Source: the OMol25 dataset; level of theory: ωB97M-V/def2-TZVPD.

Last column: Löwdin spin population.
Geometry (Å):
Ru 0.239 0.517 -0.378  0.002
C -2.494 -1.407 -2.424  0.000
As -0.834 -0.430 -2.417  0.000
C 0.345 -1.616 -3.405  0.000
C -1.081 1.031 -3.660  0.000
C -1.964 0.969 -4.734  0.000
C -2.012 2.013 -5.645  0.000
C -1.173 3.111 -5.497  0.000
C -0.293 3.177 -4.427  0.000
C -0.254 2.138 -3.500  0.000
As 0.900 2.207 -1.954  0.000
C 0.609 3.959 -1.205  0.000
C 2.701 2.250 -2.620  0.000
H -2.665 -1.765 -3.439  0.000
H -3.314 -0.768 -2.106  0.000
H -2.403 -2.258 -1.754  0.000
H -0.006 -1.678 -4.435  0.000
H 0.319 -2.606 -2.949  0.000
H 1.359 -1.228 -3.390  0.000
H -2.617 0.116 -4.875  0.000
H -2.701 1.970 -6.478  0.000
H -1.209 3.920 -6.214  0.000
H 0.346 4.046 -4.324  0.000
H 1.030 4.702 -1.882  0.000
H 1.095 4.030 -0.234  0.000
H -0.461 4.126 -1.096  0.000
H 2.724 2.991 -3.419  0.000
H 2.986 1.276 -3.008  0.000
H 3.376 2.541 -1.818  0.000
N 5.688 0.725 8.393  0.000
C 5.058 0.676 7.435  0.000
C 4.266 0.615 6.232  0.000
C 4.896 0.627 4.991  0.000
C 4.138 0.559 3.837  0.000
C 2.745 0.502 3.917  0.000
C 2.122 0.496 5.165  0.000
C 2.878 0.543 6.322  0.000
C 1.940 0.447 2.680  0.000
C 2.242 -0.517 1.715  0.000
C 3.101 -1.634 1.850  0.000
C 3.091 -2.318 0.652  0.000
C 2.227 -1.609 -0.192  0.000
N 1.701 -0.542 0.429  0.000
C 0.887 1.358 2.516  0.000
C 0.552 2.466 3.312  0.000
C -0.592 3.039 2.767  0.000
C -0.914 2.272 1.654  0.000
N -0.042 1.254 1.482  -0.001
H 5.974 0.691 4.938  0.000
H 4.623 0.580 2.871  0.000
H 1.044 0.428 5.229  0.000
H 2.403 0.523 7.293  0.000
H 3.649 -1.887 2.743  0.000
H 3.636 -3.211 0.392  0.000
H 1.988 -1.812 -1.225  0.000
H 1.100 2.800 4.178  0.000
H -1.133 3.900 3.122  0.000
H -1.744 2.406 0.972  0.000
N -1.949 -1.803 1.395  0.288
C -1.984 -3.129 1.252  0.138
C -3.180 -3.852 1.513  0.127
C -3.190 -5.207 1.332  0.017
C -2.031 -5.872 0.891  0.256
C -0.847 -5.159 0.633  0.017
C -0.812 -3.803 0.805  0.130
H -2.683 -1.313 1.892  0.006
H -1.051 -1.334 1.325  0.006
H -4.065 -3.332 1.856  0.003
H -4.092 -5.768 1.533  -0.003
H -2.050 -6.945 0.755  0.011
H 0.041 -5.684 0.309  -0.003
H 0.100 -3.241 0.634  0.004

Its expectation value of S² is 0.78. The energy relative to the best compared isomer or geometry (same formula, charge and spin) comes out at 120.60 kJ/mol. As for the net charge: +2. As for the energy: -6024.05876 Ha. Its multiplicity is 2. As for the max |F|: 1.7 eV/A. Its HOMO energy (alpha / beta) is -13.0 / -13.0 eV.

---

A molecular structure, C32H33BrIN4O5W. Source: the OMol25 dataset; level of theory: ωB97M-V/def2-TZVPD.

Last column: Löwdin charge in e.
Geometry (Å):
W -0.466 -0.056 -0.071  1.859
O 0.393 -3.362 2.185  0.260
C -0.147 -2.702 1.377  -0.422
O 0.277 -1.417 1.045  -0.207
C -1.331 -3.017 0.551  -0.152
C -2.033 -4.199 0.483  0.097
C -3.038 -4.298 -0.476  0.062
C -3.275 -3.242 -1.355  0.097
C -2.519 -2.102 -1.202  -0.191
N -1.612 -2.005 -0.247  -0.008
C -2.518 -0.901 -2.077  -0.473
O -3.239 -0.641 -2.964  0.233
O -1.444 -0.098 -1.684  -0.294
H -1.782 -5.021 1.142  0.156
H -3.616 -5.210 -0.560  0.146
H -4.010 -3.304 -2.148  0.156
C 4.571 1.356 0.341  -0.058
C 3.526 0.364 0.865  -0.190
C 3.378 -0.848 -0.028  -0.162
C 4.360 -1.829 -0.008  -0.001
C 4.261 -2.951 -0.811  -0.008
C 3.162 -3.126 -1.645  -0.001
C 2.148 -2.183 -1.707  -0.168
C 0.993 -2.395 -2.659  -0.183
C 1.049 -1.507 -3.905  -0.053
C 2.298 -1.048 -0.895  -0.183
N 1.295 0.004 -0.967  -0.082
C 1.588 1.152 -1.675  0.011
C 0.764 2.190 -1.485  -0.252
C 0.768 3.567 -1.894  0.083
C -0.214 4.173 -1.172  0.006
C -0.818 3.167 -0.349  -0.142
N -0.249 1.995 -0.537  -0.113
H 4.693 2.195 1.028  0.083
H 4.300 1.757 -0.639  0.071
H 5.541 0.871 0.234  0.089
H 2.567 0.866 0.987  0.069
H 3.828 0.020 1.855  0.127
H 5.211 -1.709 0.654  0.136
H 5.041 -3.702 -0.788  0.129
H 3.098 -4.008 -2.273  0.132
H 0.050 -2.233 -2.139  0.067
H 0.995 -3.441 -2.964  0.124
H 0.836 -0.459 -3.677  0.057
H 0.316 -1.833 -4.644  0.090
H 2.035 -1.559 -4.371  0.097
H 2.470 1.200 -2.300  0.171
H 1.441 4.016 -2.611  0.147
H -0.507 5.212 -1.206  0.135
H -1.624 3.295 0.359  0.096
Br -3.542 2.660 -1.892  0.926
C -5.004 2.158 -0.841  -0.705
C -6.268 2.606 -1.204  -0.083
C -7.376 2.287 -0.428  -0.018
C -7.240 1.521 0.720  -0.031
C -5.989 1.052 1.101  -0.152
C -4.921 1.390 0.300  -0.603
I -3.098 0.620 1.104  1.328
H -6.372 3.213 -2.094  0.121
H -8.351 2.650 -0.725  0.132
H -8.100 1.281 1.332  0.131
H -5.875 0.454 1.996  0.101
C 0.482 1.851 5.142  0.031
N 0.504 1.786 3.660  -0.074
C 1.220 2.870 2.965  0.032
C -0.114 0.833 3.022  -0.419
C -0.814 -0.241 3.786  0.021
O -0.094 0.852 1.732  -0.300
H 1.098 2.688 5.451  0.109
H 0.887 0.940 5.575  0.111
H -0.532 2.009 5.502  0.112
H 2.205 2.978 3.414  0.115
H 0.672 3.804 3.092  0.118
H 1.321 2.640 1.913  0.069
H -1.579 0.187 4.436  0.113
H -0.108 -0.778 4.424  0.124
H -1.279 -0.952 3.116  0.051

The energy relative to the best compared isomer or geometry (same formula, charge and spin) comes out at 34.03 kJ/mol. As for the net charge: +3. As for the energy: -4772.34434 Ha. Its multiplicity is 1. As for the max |F|: 2.3 eV/A. Its HOMO energy is -16.5 eV.

---

Which formula does entry 3 have? C32H33BrIN4O5W

---

Look up the max |F| of the second one. 1.7 eV/A